[1]
{
  "formula": "CH5S2",
  "method": "ωB97M-V/def2-TZVPD",
  "homo_ev": [-9.48, -9.15],
  "total_charge": 0,
  "spin_multiplicity": 2,
  "symbols": ["S", "H", "C", "S", "H", "H", "H", "H"],
  "positions_angstrom": [[-0.8421, 2.4298, -0.2878], [-0.3018, 3.0242, 0.6608], [0.1274, -1.3646, -0.1533], [1.2176, -0.1437, 0.6487], [-0.8997, -1.0787, -0.3711], [0.6510, -1.5425, -1.1043], [0.1495, -2.3354, 0.3575], [-0.1017, 1.0108, 0.2495]],
  "atomic_forces_ev_per_a": [[-0.4335, -3.5814, -1.8827], [1.4321, 1.6369, 2.5523], [1.3158, -0.6592, -1.1291], [-1.3962, 0.2874, 0.0472], [0.0860, 0.3043, 0.4222], [-0.5943, -0.1427, 0.0710], [-0.0635, 0.4091, 0.3003], [-0.3464, 1.7457, -0.3813]]
}


[2]
{
  "formula": "C5H14",
  "method": "ωB97M-V/def2-TZVPD",
  "homo_ev": -10.88,
  "total_charge": 0,
  "symbols": ["C", "C", "H", "H", "H", "H", "H", "H", "C", "C", "C", "H", "H", "H", "H", "H", "H", "H", "H"],
  "positions_angstrom": [[2.7139, 1.4097, 0.8106], [2.4952, 0.2451, 1.8404], [2.4119, 2.3490, 1.2774], [3.7554, 1.4011, 0.5111], [2.0093, 1.4388, -0.0025], [3.4448, -0.1358, 2.1961], [2.1024, 0.7839, 2.7090], [1.6820, -0.4055, 1.5431], [-2.1038, -0.8299, -1.4419], [-1.9560, -1.7771, -0.2736], [-1.5995, 0.6535, -1.3642], [-1.8106, -1.2794, -2.3833], [-3.2035, -0.7134, -1.4950], [-1.7685, -2.8194, -0.5356], [-2.3685, 1.3466, -1.6699], [-2.7521, -1.7972, 0.4806], [-1.0794, -1.4982, 0.3386], [-1.1501, 0.8971, -0.4081], [-0.8230, 0.7309, -2.1327]],
  "atomic_forces_ev_per_a": [[-0.4025, -0.2893, 1.0058], [-0.6990, 2.4192, 0.2014], [0.7721, 0.1612, 0.2882], [-0.0873, 0.4306, -0.4529], [0.0982, -0.7745, -0.8014], [-0.1311, -0.8049, -0.3941], [-0.0934, -0.4081, 0.2347], [0.5269, -0.7382, -0.0909], [-2.3674, 1.0032, 0.0916], [1.6423, -0.1395, 1.5277], [0.8603, -1.5438, -0.7111], [0.2393, -0.1101, -0.0204], [0.3124, -0.1746, -0.5572], [-0.1499, 0.0761, -0.3374], [-0.2630, 0.2208, 0.3090], [-0.2429, 0.2985, -0.5316], [-0.0114, -0.1050, -0.2334], [-0.1482, 0.1834, 0.1946], [0.1446, 0.2953, 0.2775]]
}


[3]
{
  "formula": "C4H5NO",
  "method": "ωB97M-V/def2-TZVPD",
  "homo_ev": -10.56,
  "total_charge": 0,
  "symbols": ["C", "C", "C", "O", "C", "N", "H", "H", "H", "H", "H"],
  "positions_angstrom": [[-1.1135, 0.7317, -0.1147], [0.0961, -0.1023, -0.4266], [0.3394, -1.1800, 0.5352], [-0.4534, -1.4641, 1.3810], [1.5691, 0.4878, -0.1395], [2.5668, 1.0676, -0.0810], [-1.0351, 1.1623, 0.8881], [-1.9968, 0.0943, -0.1106], [-1.2542, 1.5231, -0.8441], [0.1345, -0.4370, -1.4586], [1.1471, -1.8835, 0.3709]],
  "atomic_forces_ev_per_a": [[0.0876, 0.5775, 0.4011], [3.2943, 1.2901, 0.4626], [-1.8085, -2.7338, -0.1863], [-0.5309, 0.1644, 1.2826], [-1.7667, 1.5891, -1.5872], [-0.5285, -0.7423, 0.2734], [-0.0285, -0.0128, -0.2165], [0.0995, -0.1109, -0.0776], [0.0496, 0.0823, -0.0218], [0.1297, -0.2376, -0.0841], [1.0026, 0.1341, -0.2462]]
}


[4]
{
  "formula": "C32H46N",
  "method": "ωB97M-V/def2-TZVPD",
  "homo_ev": -10.58,
  "total_charge": 1,
  "symbols": ["C", "C", "C", "C", "C", "C", "C", "C", "C", "C", "C", "C", "C", "C", "C", "C", "C", "C", "C", "C", "C", "C", "H", "H", "H", "H", "H", "H", "H", "H", "H", "H", "H", "H", "H", "H", "H", "H", "H", "H", "H", "H", "H", "H", "H", "H", "H", "H", "H", "H", "H", "C", "C", "C", "C", "N", "C", "C", "C", "C", "C", "C", "H", "H", "H", "H", "H", "H", "H", "H", "H", "H", "H", "H", "H", "H", "H", "H", "H"],
  "positions_angstrom": [[-4.6205, 2.9713, 3.8949], [-3.7973, 1.9631, 3.1494], [-3.1430, 0.9408, 3.8291], [-2.4301, -0.0550, 3.1813], [-1.8550, -1.1432, 4.0525], [-2.2642, 0.0015, 1.7792], [-1.5540, -1.1182, 0.9824], [-2.4165, -2.3818, 1.0189], [-0.0875, -1.4568, 1.4168], [1.0483, -0.8694, 0.5884], [2.0964, -0.1517, 1.3328], [2.3615, 1.2625, 1.2463], [1.4192, 2.2534, 0.6285], [3.5522, 1.7744, 1.7750], [4.4366, 0.9988, 2.5299], [5.7500, 1.5497, 3.0273], [4.0577, -0.3155, 2.8054], [2.8674, -0.8501, 2.3017], [2.4802, -2.2236, 2.7740], [-2.9427, 1.0298, 1.0721], [-2.9056, 1.1155, -0.4365], [-3.6610, 2.0020, 1.7571], [-5.0492, 3.7070, 3.2110], [-5.4446, 2.4875, 4.4420], [-4.0126, 3.5035, 4.6397], [-3.2191, 0.9093, 4.9283], [-1.6706, -2.0811, 3.5372], [-0.9155, -0.8219, 4.5304], [-2.5478, -1.3606, 4.8806], [-1.5127, -0.7898, -0.0508], [-3.4227, -2.1696, 0.6401], [-1.9901, -3.1796, 0.4007], [-2.5332, -2.7763, 2.0281], [0.0184, -1.1223, 2.4691], [-0.0193, -2.5652, 1.4732], [0.6836, -0.3001, -0.2919], [1.8331, 3.2727, 0.7324], [1.3009, 2.0671, -0.4419], [0.4241, 2.2855, 1.0993], [3.8030, 2.8098, 1.6024], [6.3074, 0.7701, 3.5418], [6.3618, 1.9191, 2.2002], [5.6184, 2.3806, 3.7221], [4.7111, -0.9360, 3.4073], [3.3725, -2.7541, 3.1469], [1.7273, -2.2310, 3.5893], [2.0665, -2.7806, 1.9342], [-3.5018, 1.9739, -0.7704], [-1.8826, 1.2678, -0.8147], [-3.3274, 0.2221, -0.9218], [-4.1464, 2.8092, 1.1970], [0.2199, -2.9133, -3.0012], [1.4511, -2.2741, -3.5920], [2.7481, -2.7880, -2.9390], [2.6560, -3.0658, -1.4515], [3.6333, -3.8731, -0.9614], [4.8900, -4.0686, -1.7014], [5.8415, -4.8203, -0.7566], [5.0169, -5.2135, 0.4779], [3.6264, -4.5633, 0.3201], [1.4785, -2.6456, -0.7192], [0.1647, -2.6127, -1.4902], [-0.6752, -2.5036, -3.4739], [0.2025, -4.0016, -3.1963], [1.4933, -2.4485, -4.6763], [1.3965, -1.1915, -3.4428], [3.0606, -3.6949, -3.4864], [3.5410, -2.0465, -3.1180], [4.7531, -4.6643, -2.6153], [5.3191, -3.1033, -2.0001], [6.2526, -5.7024, -1.2504], [6.6740, -4.1755, -0.4777], [4.9234, -6.3013, 0.5446], [5.5000, -4.8659, 1.3930], [3.4628, -3.8547, 1.1384], [2.8416, -5.3311, 0.3883], [1.3853, -3.1489, 0.2454], [-0.3165, -1.6355, -1.3968], [-0.5042, -3.3632, -1.0349]],
  "atomic_forces_ev_per_a": [[-0.1027, 0.1639, 0.2426], [0.3668, -0.1474, -0.3553], [-0.4208, 0.2777, 0.4708], [0.4282, -0.0302, -0.5624], [0.0889, -0.0339, 0.6378], [-0.3797, -0.0150, -0.0645], [-0.0135, 0.2411, 0.2810], [-0.3393, -0.2057, -0.2837], [-0.4830, -0.5798, 0.6938], [-0.6563, 1.1227, -0.5995], [0.8168, 0.2754, 0.9185], [0.5173, -0.4964, -0.3966], [-0.0415, 0.4858, -0.3686], [-0.3552, -0.6237, 0.3307], [-0.0480, -0.2698, -0.2748], [-0.1129, -0.0983, -0.1019], [-0.3801, 0.5045, -0.2065], [0.3282, -0.1202, -0.1313], [0.2184, -0.4066, 0.0326], [0.5922, -0.3331, 0.0775], [-0.0064, 0.1697, -0.2299], [-0.2645, 0.0770, 0.4386], [0.0197, -0.0488, 0.1139], [0.2392, 0.1205, -0.2070], [-0.1382, -0.0937, -0.1860], [-0.0260, -0.0715, -0.5479], [0.0712, 0.0809, 0.0510], [-0.1587, -0.0773, -0.1763], [0.1889, 0.0654, -0.2991], [-0.0426, 0.0493, -0.0524], [0.1498, -0.0070, 0.0607], [-0.0553, 0.1184, 0.0791], [-0.0128, 0.0297, -0.1052], [0.2964, -0.1514, -0.7101], [0.0053, 0.5691, -0.0355], [0.3496, -0.4226, 0.5407], [-0.1575, -0.5026, -0.0969], [-0.2056, 0.0155, -0.0264], [0.2910, -0.3127, -0.1179], [-0.1566, 0.2097, 0.0370], [0.0778, 0.0167, 0.0290], [-0.0741, -0.0387, 0.0196], [-0.1252, -0.0224, -0.0292], [-0.1400, -0.0116, 0.1459], [-0.3809, 0.1342, -0.0833], [0.3977, 0.2194, -0.4627], [-0.0463, -0.1826, 0.3796], [0.1572, -0.2247, 0.0543], [-0.2401, -0.1039, 0.0481], [0.1658, 0.1950, 0.1492], [0.1183, -0.3523, 0.1701], [0.1128, -0.4089, 0.3909], [0.3006, 0.3091, -0.0973], [0.0121, 0.2072, -0.3477], [0.4486, -1.0076, 0.1202], [-1.2078, 1.5663, -0.9208], [0.5929, -0.3690, -0.3075], [-0.0610, 0.1387, -0.0151], [-0.1103, -0.1532, -0.0111], [0.2137, -0.0415, 1.0521], [0.2987, -0.0684, 1.1647], [-0.7091, -0.3507, -0.3856], [0.0321, -0.0743, 0.0526], [0.1467, 0.3579, 0.1243], [0.1500, 0.0988, 0.3036], [-0.0835, 0.0081, -0.0643], [-0.0185, 0.2016, 0.5064], [-0.0205, -0.1764, 0.0818], [-0.2875, 0.2330, 0.2200], [-0.2941, -0.1751, 0.0611], [-0.0026, 0.1660, 0.0481], [-0.0149, -0.0623, -0.0195], [-0.0145, 0.2139, 0.0506], [-0.1015, -0.0953, -0.0889], [-0.0170, -0.1252, -0.3128], [-0.0066, 0.3744, -0.3425], [0.1364, -0.2291, -0.5323], [0.0274, -0.1782, 0.0614], [0.1567, 0.4826, -0.0837]]
}


Max |F| for the records above, in order: 4.1 2.6 3.6 2.2 eV/Å
Energy above the lowest of the compared OMol25 structures with the same formula, charge and spin for the records above, in order: 17.6 21.9 34.1 0.0 kcal/mol